1.
Molecular formula: C6H17N2P
Method: DFT, ωB97M-V/def2-TZVPD

Computed properties:
- LUMO energy (eV) = 0.8237
- ΔE to the lowest compared entry with this formula, charge and spin (kcal per mole) = 17.21
- net charge = 0
- structure (SMILES) = C=P(C)(N(C)C)N(C)C
- calculated total energy (eV) = -18763.3920
- gap between HOMO and LUMO (eV) = 8.7
- E_HOMO (eV) = -7.87

Last column: Mulliken charge in e.
Geometry (Å):
C -0.70 -1.99 1.11  -1.327
P -0.03 -0.71 -0.05  0.974
C -0.22 -1.38 -1.74  -1.428
N -1.09 0.70 -0.03  -0.138
C -1.12 1.41 1.26  -1.142
C -2.43 0.24 -0.36  -1.189
N 1.40 0.17 -0.08  0.232
C 1.65 1.17 -1.05  -1.116
C 2.35 -0.07 0.99  -0.854
H -0.76 -1.41 2.00  0.290
H 0.18 -2.57 1.22  0.429
H -0.77 -2.24 -1.93  0.376
H -0.70 -0.58 -2.25  0.471
H 0.89 -1.57 -2.12  0.290
H -0.27 2.03 1.38  0.183
H -1.90 2.04 1.14  0.534
H -1.28 0.62 1.99  0.400
H -2.94 -0.08 0.56  0.377
H -2.83 1.04 -0.94  0.355
H -2.39 -0.64 -1.04  0.442
H 0.73 1.54 -1.61  0.330
H 2.18 1.92 -0.57  0.415
H 2.37 0.83 -1.87  0.280
H 1.82 -0.92 1.56  0.215
H 3.45 -0.33 0.75  0.267
H 2.43 0.77 1.67  0.334

2.
Molecular formula: C41H52HfN8O2Si4Te
Method: DFT, ωB97M-V/def2-TZVPD

Computed properties:
- LUMO energy (eV) = -6.2262
- ΔE to the lowest compared entry with this formula, charge and spin (kcal per mole) = 1.66
- net charge = +2
- calculated total energy (eV) = -99484.0232
- gap between HOMO and LUMO (eV) = 6.4
- E_HOMO (eV) = -12.58

Last column: Mulliken charge in e.
Geometry (Å):
Hf 1.31 0.40 0.50  0.098
O 7.24 0.02 -3.14  -0.617
C 6.60 0.53 -2.25  0.058
O 6.94 1.04 -1.13  -0.771
C 5.07 0.45 -2.28  -0.397
C 4.45 -0.78 -2.10  -0.499
C 3.17 -0.80 -1.59  0.676
N 2.48 0.34 -1.37  0.075
C 3.00 1.51 -1.79  0.318
C 4.29 1.60 -2.25  -0.107
C 2.13 2.68 -1.54  0.232
C 2.27 3.89 -2.19  -0.856
C 1.41 4.93 -1.86  -0.833
C 0.44 4.72 -0.89  -0.964
C 0.37 3.48 -0.28  -0.629
N 1.20 2.48 -0.60  1.493
C 2.47 -2.02 -1.14  0.381
C 2.74 -3.28 -1.64  -0.555
C 2.00 -4.35 -1.18  -1.026
C 1.01 -4.13 -0.23  -0.820
C 0.79 -2.85 0.22  -0.744
N 1.51 -1.80 -0.22  1.110
H 5.02 -1.69 -2.21  0.391
H 4.75 2.56 -2.45  0.373
H 3.02 4.01 -2.97  0.539
H 1.49 5.88 -2.36  0.496
H -0.25 5.49 -0.61  0.552
H -0.39 3.25 0.46  0.474
H 3.50 -3.41 -2.40  0.588
H 2.18 -5.35 -1.56  0.550
H 0.40 -4.94 0.15  0.586
H 0.02 -2.63 0.94  0.472
C 2.53 2.04 3.23  -0.996
N 2.55 2.30 1.77  -0.302
C 3.93 2.24 1.24  -1.710
C 4.29 0.80 1.12  0.277
N 3.39 -0.15 1.44  0.506
C 4.13 -1.35 1.39  0.041
C 3.77 -2.65 1.73  -0.716
C 4.73 -3.63 1.54  -0.857
C 6.01 -3.33 1.05  -0.629
C 6.39 -2.04 0.76  -1.058
C 5.42 -1.05 0.97  0.648
N 5.49 0.33 0.82  0.226
C 1.30 1.28 3.58  0.162
N 0.66 0.51 2.72  0.396
C -0.38 -0.10 3.46  -0.284
C -1.35 -1.03 3.10  0.891
C -2.21 -1.47 4.08  -0.966
C -2.13 -1.00 5.40  -0.712
C -1.17 -0.08 5.77  -1.183
C -0.31 0.35 4.78  0.782
N 0.77 1.24 4.81  -0.086
H 3.39 1.43 3.49  0.293
H 2.60 2.97 3.80  0.591
H 2.19 3.23 1.60  0.346
H 3.97 2.74 0.27  0.212
H 4.65 2.75 1.88  0.617
H 2.80 -2.89 2.13  0.612
H 4.49 -4.66 1.80  0.499
H 6.73 -4.13 0.92  0.446
H 7.38 -1.79 0.41  0.599
H 6.19 0.80 0.13  0.569
H -1.45 -1.36 2.07  -0.502
H -2.98 -2.19 3.82  0.507
H -2.83 -1.37 6.14  0.448
H -1.10 0.29 6.79  0.462
H 1.10 1.75 5.61  0.252
C -5.65 -2.70 -1.66  -1.105
Si -3.96 -2.34 -0.94  0.511
C -2.62 -3.24 -1.88  -0.665
C -3.90 -2.86 0.86  -0.730
Si -3.60 -0.02 -1.10  0.277
Te -1.16 0.24 -0.42  -0.782
Si -3.42 0.81 -3.31  0.585
C -2.37 -0.36 -4.31  -0.932
C -2.62 2.50 -3.26  -0.653
C -5.16 0.91 -4.00  -1.051
Si -4.75 1.38 0.38  0.601
C -6.57 1.17 0.00  -1.071
C -4.21 3.15 0.08  -0.739
C -4.39 0.92 2.16  -0.734
H -5.85 -3.77 -1.62  0.401
H -5.71 -2.39 -2.71  0.292
H -6.44 -2.18 -1.11  0.302
H -2.66 -4.31 -1.65  0.414
H -1.62 -2.87 -1.60  -0.057
H -2.73 -3.12 -2.96  0.339
H -4.14 -3.92 0.95  0.567
H -4.63 -2.31 1.47  0.333
H -2.91 -2.70 1.29  -0.055
H -1.41 -0.57 -3.81  0.211
H -2.15 0.08 -5.28  0.402
H -2.88 -1.31 -4.48  0.280
H -1.67 2.47 -2.72  -0.113
H -3.26 3.24 -2.78  0.287
H -2.42 2.84 -4.28  0.453
H -5.65 -0.06 -3.99  0.290
H -5.13 1.27 -5.03  0.393
H -5.78 1.61 -3.43  0.288
H -6.80 1.39 -1.05  0.288
H -7.17 1.84 0.62  0.418
H -6.90 0.15 0.21  0.291
H -4.64 3.56 -0.84  0.307
H -3.12 3.22 0.00  -0.048
H -4.53 3.78 0.91  0.410
H -4.67 -0.11 2.38  0.247
H -4.96 1.58 2.82  0.510
H -3.33 1.04 2.39  0.014

3.
Molecular formula: C34H37BFN2O15PS2
Method: DFT, ωB97M-V/def2-TZVPD

Computed properties:
- LUMO energy (eV) = -0.6667
- net charge = 0
- structure (SMILES) = [H]/N=C\Cc1c([PH2]=N)c(B(O)O)cc2c1C(=O)c1c(CCC(=O)O)cc(CC(=O)c3ccccc3)c(CCCF)c1C2=O.O=S1(=O)OCCO1.O=S1(=O)OCCO1
- calculated total energy (eV) = -103902.4984
- gap between HOMO and LUMO (eV) = 7.7
- E_HOMO (eV) = -8.32

Last column: Mulliken charge in e.
Geometry (Å):
H 5.49 -1.20 3.09  0.397
N 6.48 -0.98 2.97  -0.776
C 6.64 -0.10 2.08  -0.001
C 5.49 0.57 1.30  -1.051
C 4.42 -0.40 0.84  0.580
C 4.62 -1.15 -0.33  -0.690
P 6.14 -0.99 -1.32  0.156
N 7.41 -1.57 -0.59  -0.696
C 3.63 -2.06 -0.75  0.534
B 3.78 -2.99 -2.04  0.727
O 3.68 -2.47 -3.32  -0.406
O 4.07 -4.33 -1.83  -0.516
C 2.43 -2.19 -0.04  -1.409
C 2.24 -1.43 1.10  0.941
C 3.23 -0.56 1.56  0.652
C 2.93 0.18 2.84  -0.572
O 3.78 0.42 3.66  -0.549
C 1.49 0.62 2.99  0.631
C 1.14 1.84 3.58  -0.009
C 2.25 2.77 4.09  -0.301
C 1.91 4.26 3.95  -1.088
C 2.22 4.79 2.58  0.791
O 2.82 4.18 1.73  -0.562
O 1.81 6.06 2.31  -0.494
C -0.20 2.16 3.63  -0.381
C -1.23 1.36 3.13  0.660
C -2.63 1.95 3.25  -1.117
C -3.74 1.01 3.72  0.113
O -3.68 0.44 4.78  -0.597
C -4.93 0.82 2.80  0.666
C -6.12 0.28 3.29  -0.482
C -7.24 0.14 2.48  -0.601
C -7.22 0.54 1.15  -0.503
C -6.02 1.04 0.64  -0.525
C -4.91 1.18 1.45  -0.261
C -0.88 0.13 2.55  0.673
C -1.92 -0.82 1.95  -1.092
C -2.32 -1.91 3.00  -0.760
C -3.76 -2.45 2.77  -0.397
F -4.58 -2.18 3.86  -0.295
C 0.48 -0.23 2.49  0.053
C 0.97 -1.53 1.90  -0.511
O 0.41 -2.59 2.01  -0.581
H 7.65 0.26 1.86  0.431
H 5.04 1.37 1.90  0.113
H 5.93 1.07 0.42  0.563
H 6.26 0.39 -1.61  0.097
H 5.97 -1.66 -2.56  0.045
H 7.83 -2.30 -1.14  0.220
H 2.73 -2.41 -3.52  0.272
H 3.27 -4.84 -1.66  0.303
H 1.67 -2.89 -0.38  0.482
H 2.46 2.52 5.13  0.456
H 3.13 2.61 3.48  0.003
H 2.58 4.80 4.64  0.447
H 0.89 4.50 4.26  0.363
H 1.73 6.08 1.34  0.359
H -0.47 3.11 4.09  0.274
H -2.57 2.72 4.03  0.457
H -2.85 2.48 2.32  0.358
H -6.17 -0.04 4.33  0.436
H -8.17 -0.28 2.87  0.366
H -8.08 0.47 0.50  0.428
H -5.96 1.35 -0.41  0.365
H -4.02 1.59 0.98  0.439
H -2.84 -0.31 1.68  0.101
H -1.46 -1.36 1.13  0.796
H -2.28 -1.53 4.02  0.487
H -1.66 -2.78 2.95  0.570
H -3.75 -3.54 2.65  0.305
H -4.20 -2.04 1.85  0.203
O -4.99 2.61 -1.99  -0.499
S -5.39 2.35 -3.32  1.092
O -5.00 1.18 -4.01  -0.572
O -5.01 3.63 -4.21  -0.308
C -6.18 4.15 -4.84  -0.332
C -7.32 3.80 -3.90  -0.293
O -6.98 2.49 -3.42  -0.306
H -6.30 3.66 -5.81  0.288
H -6.09 5.22 -4.99  0.302
H -8.28 3.78 -4.40  0.308
H -7.35 4.48 -3.05  0.284
O 4.47 -2.30 -7.52  -0.579
S 3.90 -3.34 -6.74  1.040
O 3.92 -3.32 -5.32  -0.378
O 4.49 -4.74 -7.27  -0.333
C 3.42 -5.59 -7.69  -0.308
C 2.33 -4.66 -8.15  -0.344
O 2.38 -3.57 -7.22  -0.329
H 3.10 -6.19 -6.83  0.269
H 3.76 -6.26 -8.49  0.309
H 1.34 -5.12 -8.14  0.314
H 2.53 -4.26 -9.15  0.286

4.
Molecular formula: C49H110N2O21S8
Method: DFT, ωB97M-V/def2-TZVPD

Computed properties:
- LUMO energy (eV) = 0.0154
- net charge = 0
- calculated total energy (eV) = -185248.8619
- gap between HOMO and LUMO (eV) = 9.4
- E_HOMO (eV) = -9.37

Last column: Mulliken charge in e.
Geometry (Å):
C -0.92 0.44 -5.61  -1.870
C -1.64 1.66 -5.07  2.587
C -0.87 3.01 -5.35  -0.744
O -2.76 1.63 -5.86  -0.712
H -0.49 0.62 -6.59  0.441
H -1.56 -0.44 -5.64  0.373
H -0.03 0.15 -5.06  0.070
H -1.76 1.50 -3.99  -1.030
H 0.10 2.98 -4.84  -0.070
H -1.53 3.83 -5.08  0.115
H -0.36 3.16 -6.30  0.393
H -3.32 2.39 -5.72  0.443
C -2.21 -3.15 4.83  -0.710
C -2.83 -2.80 6.14  0.950
C -2.89 -3.96 7.10  -1.416
O -2.14 -1.69 6.76  -0.628
H -2.71 -4.06 4.48  0.374
H -1.21 -3.54 5.04  0.358
H -2.29 -2.39 4.05  -0.189
H -3.84 -2.45 5.92  -0.076
H -3.80 -4.55 6.97  0.353
H -2.84 -3.54 8.11  0.389
H -2.08 -4.68 6.97  0.300
H -2.15 -0.90 6.21  0.506
C -3.24 -4.29 0.85  -1.380
C -3.16 -3.30 -0.33  2.268
C -2.06 -3.64 -1.42  -1.353
O -4.37 -3.04 -0.85  -0.410
H -3.98 -4.00 1.60  0.433
H -2.27 -4.40 1.32  0.206
H -3.52 -5.27 0.47  0.501
H -2.84 -2.33 0.07  -1.286
H -1.04 -3.80 -1.08  0.066
H -1.84 -2.88 -2.16  0.265
H -2.33 -4.57 -1.92  0.458
H -4.95 -3.74 -0.56  0.348
C -1.36 -0.03 -1.37  0.284
C -0.59 0.98 -0.63  1.750
C 0.35 0.26 0.29  -1.252
O -0.31 -0.20 1.41  0.575
C 0.45 -1.16 2.14  -1.078
N 0.12 1.67 -1.67  1.056
H -2.21 0.42 -1.89  -1.090
H -1.84 -0.72 -0.67  -0.197
H -0.80 -0.69 -2.04  0.176
H -1.17 1.73 -0.09  0.160
H 1.14 0.95 0.57  0.111
H 0.84 -0.50 -0.32  -0.520
H 1.44 -0.88 2.49  0.350
H 0.60 -2.12 1.64  0.174
H -0.05 -1.52 3.05  0.334
H 0.27 1.17 -2.54  -0.616
H -0.50 2.41 -1.98  -0.309
C 2.09 -6.57 -1.27  -1.280
C 0.92 -7.32 -0.62  0.593
C 0.28 -6.47 0.52  -0.013
O 1.00 -6.67 1.73  -0.474
C 0.45 -5.99 2.86  -0.434
N -0.07 -7.53 -1.67  -0.678
H 1.77 -5.82 -2.00  0.300
H 2.71 -7.21 -1.89  0.500
H 2.70 -6.06 -0.52  0.019
H 1.31 -8.25 -0.19  0.284
H -0.78 -6.66 0.70  0.356
H 0.29 -5.40 0.27  -0.256
H 1.07 -6.23 3.72  0.364
H -0.62 -6.15 2.99  0.386
H 0.61 -4.93 2.67  -0.080
H 0.23 -8.24 -2.33  0.231
H -0.93 -7.90 -1.28  0.226
C -5.23 -0.70 2.30  -0.472
C -3.94 -0.16 1.79  1.835
C -3.52 1.15 2.49  -0.633
S -3.98 0.83 4.20  0.963
O -4.29 2.15 4.77  -0.741
O -2.94 0.02 4.83  -0.601
C -5.48 -0.18 3.74  -1.015
H -5.18 -1.77 2.09  0.318
H -5.97 -0.34 1.59  0.101
H -3.97 0.04 0.72  -0.449
H -3.18 -0.92 1.93  -0.758
H -4.18 1.98 2.24  0.376
H -2.48 1.48 2.53  0.079
H -6.18 0.65 3.64  0.395
H -5.75 -0.75 4.63  0.500
C 2.96 5.37 -1.80  -0.315
C 3.85 5.78 -3.04  -0.889
C 3.85 4.67 -4.16  -0.754
S 3.29 3.24 -3.24  0.924
O 4.46 2.62 -2.62  -0.576
O 2.51 2.41 -4.16  -0.672
C 2.20 4.05 -2.05  0.609
H 2.28 6.16 -1.48  0.421
H 3.63 5.17 -0.97  0.023
H 4.86 5.86 -2.63  0.319
H 3.54 6.75 -3.41  0.359
H 4.79 4.42 -4.65  0.527
H 3.07 4.91 -4.89  0.279
H 1.89 3.34 -1.28  -0.195
H 1.25 4.20 -2.57  -0.198
C 4.89 2.47 2.30  -0.306
C 4.74 2.34 0.76  0.399
C 5.65 1.27 0.17  -0.306
S 7.18 1.04 1.21  1.040
O 8.36 1.63 0.60  -0.679
O 7.30 -0.32 1.69  -0.555
C 6.43 2.23 2.56  -0.961
H 4.38 1.65 2.81  0.225
H 4.48 3.43 2.60  0.149
H 4.89 3.27 0.22  0.025
H 3.68 2.20 0.54  -0.343
H 5.91 1.43 -0.88  0.482
H 5.06 0.35 0.27  -0.037
H 6.99 3.16 2.45  0.403
H 6.62 1.70 3.49  0.478
C 2.56 -1.33 -4.63  -0.447
C 3.15 -2.72 -4.82  -1.155
C 2.90 -3.61 -3.59  -0.885
S 3.19 -2.50 -2.12  1.133
O 4.63 -2.49 -1.73  -0.796
O 2.09 -2.72 -1.18  -0.190
C 2.89 -0.98 -3.16  0.820
H 1.48 -1.40 -4.80  0.104
H 2.91 -0.51 -5.25  0.469
H 4.23 -2.59 -4.92  0.362
H 2.84 -3.13 -5.79  0.467
H 3.50 -4.51 -3.45  0.626
H 1.82 -3.76 -3.51  0.263
H 3.75 -0.34 -2.97  0.459
H 2.00 -0.47 -2.78  -1.166
C -0.34 3.37 3.91  -0.061
C 0.43 4.27 4.89  -1.050
C 1.56 5.07 4.19  -0.765
S 1.22 5.02 2.34  1.052
O 2.11 4.08 1.71  -0.382
O 1.05 6.32 1.73  -0.738
C -0.41 4.23 2.60  0.214
H -1.31 3.10 4.32  0.258
H 0.26 2.49 3.66  0.076
H 0.73 3.71 5.78  0.521
H -0.29 4.96 5.34  0.361
H 2.56 4.62 4.25  0.261
H 1.64 6.13 4.42  0.440
H -0.60 3.68 1.68  -0.633
H -1.14 5.01 2.84  0.517
C -1.15 7.01 -2.03  0.189
C -1.97 6.97 -0.75  -0.757
C -2.75 5.63 -0.57  -0.227
S -2.89 4.93 -2.32  1.042
O -4.19 4.97 -2.97  -0.837
O -2.06 3.71 -2.26  -0.353
C -1.90 6.26 -3.05  -1.101
H -0.21 6.45 -1.95  -0.424
H -0.94 8.01 -2.41  0.499
H -2.76 7.70 -0.93  0.305
H -1.44 7.30 0.14  0.451
H -3.75 5.67 -0.14  0.563
H -2.14 4.96 0.04  -0.333
H -2.72 6.92 -3.37  0.438
H -1.46 5.88 -3.97  0.464
C -6.28 -0.80 -2.79  -0.979
C -4.82 -0.43 -3.09  -0.060
C -4.73 1.09 -3.19  0.684
S -5.97 1.69 -1.94  1.090
O -6.89 2.54 -2.70  -0.725
O -5.45 2.18 -0.67  -0.547
C -6.70 0.09 -1.64  -0.184
H -6.47 -1.86 -2.65  0.417
H -6.78 -0.52 -3.72  0.380
H -4.41 -0.98 -3.95  0.590
H -4.20 -0.74 -2.26  -0.304
H -5.04 1.42 -4.18  0.363
H -3.81 1.67 -3.10  -1.062
H -7.77 0.19 -1.47  0.581
H -6.25 -0.39 -0.77  -0.290
C 3.65 -3.50 1.78  1.051
C 4.77 -2.53 2.30  -0.305
C 5.41 -3.19 3.58  -0.782
S 5.21 -4.99 3.44  1.189
O 4.34 -5.47 4.50  -0.675
O 6.47 -5.69 3.28  -0.691
C 4.28 -4.93 1.82  -0.946
H 3.41 -3.20 0.76  -0.700
H 2.71 -3.41 2.32  -0.056
H 4.22 -1.66 2.67  -0.075
H 5.38 -2.19 1.46  0.286
H 5.10 -2.68 4.50  0.452
H 6.49 -3.05 3.55  0.362
H 3.63 -5.80 1.82  0.402
H 5.08 -4.78 1.10  0.429

5.
Molecular formula: C18H43N4O2
Method: DFT, ωB97M-V/def2-TZVPD

Computed properties:
- LUMO energy (eV) = 2.5454
- net charge = -1
- calculated total energy (eV) = -29412.2131
- gap between HOMO and LUMO (eV) = 3.2
- E_HOMO (eV) = -0.64

Last column: Mulliken charge in e.
Geometry (Å):
C 2.42 -5.01 3.75  -0.732
C 3.42 -3.81 3.16  0.653
O 4.69 -3.87 3.60  -0.586
O 2.88 -2.81 2.23  -0.284
C 2.63 -1.60 3.03  -0.456
C 1.14 -1.51 3.71  -0.336
C -0.12 -1.56 2.66  -0.252
C -0.59 -3.09 2.23  0.160
N -2.05 -3.29 2.68  -0.703
N -2.10 -3.67 4.02  -0.442
H 2.06 -5.60 2.80  0.259
H 2.97 -5.73 4.51  0.265
H 1.49 -4.49 4.27  0.196
H 2.89 -0.61 2.41  0.225
H 3.42 -1.62 3.92  0.304
H 1.08 -0.45 4.25  0.195
H 1.05 -2.33 4.55  0.242
H 0.03 -0.93 1.68  -0.343
H -1.05 -1.09 3.23  0.227
H -0.64 -3.09 1.05  0.075
H 0.10 -3.94 2.63  0.023
H -3.13 -3.75 4.26  0.249
H -1.64 -2.94 4.63  0.045
C 0.36 3.19 3.81  -1.566
C 0.41 2.88 2.32  -0.069
N -0.87 3.10 1.62  0.159
C -0.90 2.52 0.27  -0.475
C 0.06 3.11 -0.76  -0.820
C -1.45 4.43 1.75  -0.691
C -0.62 5.62 1.28  -0.942
H -0.45 2.63 4.30  0.304
H 1.30 2.90 4.28  0.435
H 0.21 4.26 4.00  0.398
H 0.68 1.82 2.22  0.274
H 1.22 3.45 1.86  0.223
H -1.92 2.58 -0.12  0.331
H -0.69 1.45 0.36  0.080
H -0.27 4.08 -1.11  0.285
H 0.09 2.45 -1.64  0.227
H 1.08 3.19 -0.38  0.240
H -1.72 4.59 2.80  0.393
H -2.42 4.46 1.23  0.337
H 0.42 5.57 1.63  0.239
H -1.05 6.55 1.68  0.371
H -0.62 5.71 0.20  0.267
C 0.06 -1.10 -2.48  -0.945
C 0.11 -1.41 -3.98  -0.358
N -1.17 -1.19 -4.67  0.103
C -1.20 -1.76 -6.02  -0.701
C -0.24 -1.18 -7.05  -0.945
C -1.75 0.14 -4.55  -0.719
C -0.92 1.33 -5.01  -0.966
H -0.75 -1.65 -1.99  0.352
H 1.00 -1.38 -2.01  0.475
H -0.09 -0.03 -2.29  -0.233
H 0.38 -2.47 -4.07  0.452
H 0.92 -0.83 -4.43  0.249
H -2.22 -1.71 -6.41  0.344
H -0.99 -2.84 -5.94  0.407
H -0.57 -0.20 -7.41  0.217
H -0.21 -1.84 -7.93  0.396
H 0.78 -1.09 -6.68  0.265
H -2.02 0.31 -3.49  0.385
H -2.72 0.17 -5.07  0.346
H 0.12 1.28 -4.66  0.231
H -1.35 2.26 -4.61  0.365
H -0.92 1.43 -6.10  0.291